# 1
DFT (ωB97M-V/def2-TZVPD) results for a molecular structure, C22H24N4O9PrS in a non-equilibrium geometry.

Each line ends with the Löwdin charge.
Element x y z (Å)
C: -5.145 2.048 1.730  -0.004
N: 2.033 -1.201 -2.397  0.010
C: 3.463 -2.764 3.292  -0.023
H: 4.516 -0.429 -1.407  0.073
C: 2.176 1.763 0.343  -0.635
C: 4.539 -1.125 -2.204  0.026
H: 2.442 2.933 2.037  0.117
N: 1.720 -2.343 1.736  0.009
O: -0.529 -2.779 0.539  -0.144
C: 2.592 -3.581 4.026  -0.001
H: -5.957 2.192 2.437  0.123
O: 2.436 -0.289 -6.766  0.116
O: -0.705 -1.218 -1.999  -0.095
S: -1.222 1.189 2.149  0.736
H: 4.647 -2.154 -1.869  0.101
H: 0.380 4.431 1.755  0.138
H: -1.417 -2.850 0.133  0.132
O: 1.687 1.664 -0.828  -0.059
C: 0.408 3.404 1.313  -0.146
C: 1.310 -3.888 3.515  0.014
H: -7.339 1.590 0.100  0.090
C: 3.006 -2.203 2.113  -0.099
H: -2.067 1.988 -0.616  0.115
H: 2.430 3.926 0.597  0.153
H: -6.636 2.432 -1.299  0.094
C: -2.745 1.693 1.405  -0.284
C: 1.922 3.044 1.088  -0.069
C: 1.832 -0.783 -4.625  -0.048
H: -0.364 -0.520 -5.679  0.074
Pr: 1.074 -0.734 -0.203  1.505
C: 1.502 -0.512 -6.033  -0.468
O: -0.925 -0.533 -4.168  0.073
H: 2.885 -3.981 4.979  0.114
H: -7.112 3.357 0.175  0.105
H: -1.175 -2.847 2.557  0.144
N: -0.379 2.577 2.271  -0.137
H: -3.682 1.711 3.305  0.115
O: 0.248 -0.577 -6.466  0.142
C: -6.681 2.404 -0.190  -0.049
H: -0.049 2.631 3.272  0.150
H: 0.632 -4.512 4.078  0.128
C: 1.117 -1.053 -3.473  -0.088
C: -5.333 2.181 0.339  -0.267
H: 4.455 -2.464 3.564  0.112
H: 3.701 -1.627 1.487  0.124
O: 2.665 0.718 0.896  -0.124
C: -3.859 1.769 2.232  -0.051
H: -0.099 3.348 0.333  0.124
H: -4.326 2.123 -1.557  0.117
C: -2.922 1.979 0.050  -0.035
C: 0.931 -3.233 2.363  -0.236
C: -0.491 -3.384 1.865  -0.113
H: 5.388 -0.925 -2.858  0.100
C: 3.270 -0.948 -2.923  -0.299
H: 3.906 -0.512 -4.888  0.180
O: -0.596 0.332 1.068  -0.439
H: -0.859 -4.459 1.803  0.160
N: 3.155 -0.736 -4.249  0.199
C: -0.313 -0.980 -3.202  -0.567
O: -1.338 0.647 3.446  -0.230
C: -4.205 2.069 -0.492  -0.002

Its expectation value of S² is 2.00. As for the net charge: +1. As for the multiplicity: 3. The gap between HOMO and LUMO (alpha / beta) comes out at 8.9 / 8.9 eV.

# 2
DFT (ωB97M-V/def2-TZVPD) results for a molecular structure, C22H25AsBrN2OS3SbW in a non-equilibrium geometry.

Each line ends with the Löwdin charge.
Element x y z (Å)
H: 1.980 -0.567 -0.321  0.165
C: 2.651 0.338 -0.408  -0.049
C: 2.624 -0.283 4.121  -0.081
S: 0.094 3.388 5.128  0.207
H: -1.641 -3.443 -1.987  0.067
C: 0.131 0.819 3.419  -0.264
C: -4.400 -1.223 -0.676  -0.426
C: 4.004 -0.721 4.397  0.061
C: -3.633 -4.106 -2.122  -0.113
C: 1.941 0.526 -2.743  -0.288
C: 3.636 2.129 -1.954  0.026
O: 1.488 -0.651 -2.726  0.125
H: -2.289 -1.419 -3.911  0.088
C: -4.301 -0.908 0.827  -0.151
H: -3.777 -1.659 1.370  0.058
C: -2.580 -3.187 -1.467  -0.399
C: 1.869 1.325 -3.955  0.069
N: 3.399 0.616 0.583  0.160
Br: 4.139 4.613 -3.760  0.916
H: -0.514 0.264 5.391  0.136
C: 5.045 -0.420 3.524  -0.006
C: 2.766 1.046 -1.626  -0.050
H: -3.146 -5.021 -2.538  0.107
C: 2.455 0.440 2.871  -0.153
C: 2.495 2.515 -4.074  -0.151
S: 2.781 3.812 2.401  0.046
C: 3.439 0.361 1.856  -0.251
H: 4.572 2.291 -1.369  0.148
C: 0.301 0.070 4.657  -0.088
H: -4.713 -2.287 -0.775  0.080
H: 5.548 0.680 1.729  0.121
H: 2.246 3.082 -4.944  0.109
H: 4.135 -1.246 5.272  0.100
S: -1.061 4.378 2.293  -0.060
C: 1.442 -0.623 4.891  0.035
N: 1.235 1.110 2.639  -0.157
H: -5.098 -1.467 -3.452  0.072
H: -3.848 0.091 0.997  0.070
H: 1.512 -1.357 5.711  0.151
H: -2.371 -3.398 -0.447  0.050
H: -4.418 -4.358 -1.403  0.083
C: -3.029 -0.658 -3.474  -0.351
H: -4.413 -1.324 -5.025  0.119
Sb: 0.745 5.742 2.996  0.769
H: -4.821 0.121 -4.108  0.069
C: 3.403 2.919 -3.120  -0.506
C: -4.412 -0.847 -4.016  -0.140
H: -0.929 0.931 3.127  0.121
H: 6.085 -0.704 3.693  0.134
W: 0.800 3.059 3.033  0.280
H: -5.346 -0.863 1.176  0.096
H: 1.223 0.812 -4.709  0.161
H: -4.015 -3.687 -3.072  0.076
H: -2.547 0.376 -3.539  0.080
C: 4.774 0.314 2.351  0.060
As: -2.659 -1.173 -1.486  1.419
H: -4.994 -0.568 -1.244  0.054

Its expectation value of S² is 0.75. As for the net charge: +3. As for the multiplicity: 2. The gap between HOMO and LUMO (alpha / beta) comes out at 3.5 / 3.5 eV.

Here are the calculated ΔE to the lowest compared entry with this formula, charge and spin numbers, same order: 0.00 6.64 (kcal/mol).